A structure of composition C5H10N2S at a distorted geometry, computed with ωB97M-V/def2-TZVPD.

Properties
* HOMO energy: -8.575 eV
* 2S+1: 1
* total charge: 0
* molecular weight: 130.2 g/mol
* frontier orbital gap: 9.49 eV
* lowest unoccupied orbital energy: 0.912 eV
* energy above the lowest of the compared OMol25 structures with the same formula, charge and spin: 5.6420 eV

Each line ends with the natural charge from an NBO analysis.
Atoms and positions in Å:
C  -0.88651  2.12515  1.34781  -0.62
C  0.34721  1.17983  0.92085  -0.04
C  1.43987  0.06569  -0.24654  -0.21
C  0.28840  -0.32230  0.68704  -0.36
C  -0.89732  -3.11509  -1.98075  -0.10
H  -0.42133  3.09282  1.55361  0.22
H  -1.55848  2.41358  0.22282  0.17
H  -1.70308  1.76412  2.13213  0.25
H  0.83889  1.21331  1.96079  0.18
H  0.61271  1.87801  -1.07014  0.38
H  2.35904  -0.16209  0.32615  0.19
H  1.50671  -0.69659  -1.27506  0.22
H  0.61319  -0.78951  1.74437  0.21
H  -0.23519  -3.63616  -2.66807  0.19
H  -1.92415  -2.86155  -2.22358  0.15
N  1.13753  1.38795  -0.18559  -0.65
N  -0.36881  -2.38980  -1.07076  -0.56
S  -1.14868  -1.14735  -0.17510  0.38

***

The ion C4H4F4IN4 with charge +1 at a distorted geometry, computed with ωB97M-V/def2-TZVPD.

Properties
* HOMO energy: -15.180 eV
* 2S+1: 1
* total charge: +1
* molecular weight: 311.0 g/mol
* frontier orbital gap: 8.60 eV
* lowest unoccupied orbital energy: -6.583 eV
* SMILES: Fc1nnn(I)[n+]1CCC(F)(F)F

Each line ends with the natural charge from an NBO analysis.
Atoms and positions in Å:
F  1.30154  -2.71146  -0.17920  -0.25
C  1.96702  -1.41116  0.07237  0.71
N  3.38552  -1.16153  0.60798  -0.15
N  3.42180  0.24245  0.65069  0.07
N  2.23852  0.82911  0.21977  -0.15
I  1.97699  2.91282  0.20420  0.59
N  1.27427  -0.08957  -0.19262  -0.20
C  -0.10135  0.22218  -0.74889  -0.27
C  -1.15655  0.37172  0.49950  -0.50
C  -2.65898  -0.15397  0.00300  1.00
F  -3.14080  0.78556  -1.05570  -0.33
F  -3.50981  -0.12005  1.23842  -0.32
F  -2.63002  -1.50319  -0.62082  -0.33
H  -0.38985  -0.62917  -1.49967  0.30
H  -0.04572  1.22266  -1.38213  0.27
H  -0.76701  -0.32622  1.36876  0.27
H  -1.16555  1.51983  0.81437  0.27

***

A cluster of 2 separate species, C3H9NO3 in total at a distorted geometry, computed with ωB97M-V/def2-TZVPD.

Properties
* HOMO energy (spin up / spin down): -15.173 / -15.156 eV
* 2S+1: 2
* total charge: +1
* molecular weight: 107.1 g/mol
* expectation value of S²: 0.75
* frontier orbital gap (spin up / spin down): 11.76 / 6.10 eV
* lowest unoccupied orbital energy (spin up / spin down): -3.413 / -9.059 eV
* energy above the lowest of the compared OMol25 structures with the same formula, charge and spin: 0.1068 eV

Each line ends with the natural charge from an NBO analysis.
Atoms and positions in Å:
O  -1.15115  -0.62873  -1.48476  -0.49
C  -0.25158  -0.55892  -0.71877  0.81
O  0.98783  -1.01642  -0.90143  -0.67
C  -0.37116  0.11753  0.65939  -0.20
C  -0.86908  -0.90873  1.72533  -0.56
N  0.87729  0.69331  1.01354  -0.28
H  1.04266  -1.41874  -1.78440  0.53
H  -1.04949  0.92986  0.52673  0.26
H  -1.89639  -1.13733  1.45611  0.28
H  -0.26912  -1.80790  1.69445  0.24
H  -0.76581  -0.45870  2.70849  0.24
H  0.86577  1.26755  1.86659  0.42
H  1.60226  -0.00868  1.15393  0.41
H  0.93787  2.28698  -2.59746  0.50
H  -0.30833  1.26364  -2.76272  0.49
O  0.61841  1.38528  -2.55502  -0.98

***

An isolated molecule of C22H20ClINO3PS at a distorted geometry, computed with ωB97M-V/def2-TZVPD.

Properties
* HOMO energy: -8.548 eV
* 2S+1: 1
* total charge: 0
* molecular weight: 571.8 g/mol
* frontier orbital gap: 8.65 eV
* lowest unoccupied orbital energy: 0.101 eV
* SMILES: C#Cc1cc2c(c(CC(=O)Cl)c1CC=C)Sc1cccc(P(O)O)c1N2[C@H](I)CC

Each line ends with the natural charge from an NBO analysis.
Atoms and positions in Å:
C  0.02511  3.49283  4.01624  -0.21
C  -0.18545  2.60734  3.22009  -0.04
C  -0.26749  1.41393  2.34980  -0.14
C  0.57066  1.44355  1.20247  -0.19
C  0.57137  0.37231  0.29747  0.22
C  -0.26618  -0.74256  0.59615  -0.18
C  -1.10902  -0.78626  1.73484  -0.07
C  -2.00515  -2.02418  1.95928  -0.55
C  -3.50569  -1.71405  1.68332  0.61
O  -4.22131  -1.08562  2.38398  -0.50
Cl  -4.20287  -2.43838  0.15873  -0.11
C  -1.12552  0.31463  2.64599  0.13
C  -2.01772  0.41502  3.88951  -0.51
C  -2.02009  -0.82577  4.80605  -0.20
C  -3.18589  -1.18761  5.35104  -0.38
S  -0.20272  -2.08882  -0.61344  0.26
C  -0.12285  -1.12109  -2.14251  -0.17
C  -0.84143  -1.50438  -3.28054  -0.22
C  -0.79242  -0.72139  -4.45827  -0.19
C  -0.00735  0.44699  -4.42286  -0.23
C  0.72265  0.83810  -3.26340  -0.31
P  1.65611  2.44358  -3.43142  1.30
O  1.70266  3.11301  -1.91023  -0.95
O  0.58852  3.37156  -4.33814  -0.99
C  0.69639  0.05014  -2.06924  0.13
N  1.40391  0.44667  -0.88499  -0.56
C  2.68167  -0.26097  -0.64659  -0.08
I  4.29662  1.20764  -0.39026  0.06
C  3.12105  -1.30156  -1.71115  -0.47
C  3.75134  -0.68758  -3.02581  -0.64
H  0.24418  4.26790  4.74147  0.25
H  1.20136  2.32443  1.00224  0.25
H  -1.85687  -2.47356  2.96184  0.27
H  -1.74543  -2.83608  1.24757  0.25
H  -1.76954  1.28778  4.52872  0.25
H  -3.05265  0.60264  3.53109  0.25
H  -1.14548  -1.45972  5.01742  0.21
H  -4.09147  -0.60402  5.10657  0.20
H  -3.29395  -2.01266  6.06863  0.20
H  -1.44950  -2.41964  -3.20741  0.23
H  -1.39415  -1.04494  -5.31574  0.23
H  -0.00145  1.06546  -5.33526  0.24
H  0.86073  2.89470  -1.47236  0.48
H  1.07719  4.09867  -4.74856  0.50
H  2.58948  -0.79184  0.32128  0.22
H  3.96229  -1.86755  -1.24887  0.23
H  2.35712  -2.06854  -1.94199  0.23
H  4.85463  -0.67348  -2.88584  0.22
H  3.45209  0.35864  -3.20173  0.22
H  3.57337  -1.35840  -3.88864  0.22

***

A structure of composition C15H35BrFeN2O8P at a distorted geometry, computed with ωB97M-V/def2-TZVPD.

Properties
* HOMO energy (spin up / spin down): 2.558 / 2.781 eV
* 2S+1: 5
* total charge: -3
* molecular weight: 538.2 g/mol
* expectation value of S²: 6.01
* frontier orbital gap (spin up / spin down): 3.61 / 3.39 eV
* lowest unoccupied orbital energy (spin up / spin down): 6.171 / 6.170 eV

Each line ends with the natural charge from an NBO analysis.
Atoms and positions in Å:
Fe  -27.99618  20.81594  5.54054  1.49
Br  -25.56380  22.05512  5.15337  -0.87
C  -31.67519  22.31114  4.60773  -0.58
C  -30.79956  23.10502  3.61484  0.09
C  -31.69631  24.27712  3.16792  -0.38
C  -30.95022  25.43804  2.51156  -0.40
C  -29.79369  25.85375  3.42507  -0.39
C  -28.88904  24.70736  3.86804  0.11
N  -29.70723  23.63002  4.37281  -0.20
O  -28.95344  22.70599  5.05636  -0.84
C  -27.94047  25.20317  4.93242  -0.60
C  -28.03142  24.26687  2.64531  -0.66
C  -30.47282  22.16655  2.44971  -0.64
H  -31.64658  22.78731  5.58593  0.23
H  -31.33041  21.28162  4.69515  0.21
H  -32.72338  22.29291  4.27231  0.16
H  -32.27949  24.66417  4.00522  0.19
H  -32.42618  23.90250  2.43040  0.18
H  -31.64117  26.29133  2.46681  0.17
H  -30.60118  25.20916  1.50004  0.18
H  -30.28766  26.23277  4.33934  0.19
H  -29.24866  26.73172  3.05478  0.18
H  -28.51277  25.50511  5.81605  0.20
H  -27.40103  26.08306  4.54795  0.16
H  -27.19635  24.45607  5.20348  0.29
H  -27.23001  24.99162  2.40728  0.18
H  -28.62104  24.10102  1.74616  0.17
H  -27.42357  23.39694  2.92619  0.26
H  -31.38459  21.63955  2.12561  0.18
H  -29.78955  21.39643  2.81434  0.24
H  -30.11523  22.70909  1.57562  0.18
P  -27.66801  19.35869  7.74245  2.49
O  -26.66356  18.65273  8.64167  -1.25
O  -27.15607  19.10259  6.23337  -1.31
O  -27.79820  20.92893  7.62381  -1.27
O  -29.09562  18.76490  7.98423  -1.26
C  -29.53094  17.54890  4.77654  -0.62
C  -30.37096  18.80475  4.70968  -0.06
C  -31.82323  18.40732  4.99331  -0.07
O  -32.31024  17.42166  4.04574  -0.56
C  -33.49148  16.84403  4.46334  -0.23
N  -29.94212  19.71639  5.77744  -0.92
H  -29.64204  17.11509  5.77040  0.23
H  -28.49392  17.75601  4.54393  0.25
H  -29.88792  16.81647  4.03695  0.17
H  -30.36308  19.22913  3.69806  0.16
H  -32.46486  19.30009  4.91190  0.16
H  -31.88234  17.96333  5.99436  0.17
H  -33.37840  16.29346  5.41055  0.15
H  -33.82829  16.14775  3.68902  0.16
H  -34.29243  17.59514  4.60035  0.14
H  -29.75078  19.19643  6.70280  0.45
H  -30.76938  20.28819  5.95846  0.34
C  -27.22255  20.10507  2.18963  -0.08
C  -25.80721  20.55595  1.85052  -0.14
O  -24.90557  19.49584  1.53161  -0.75
O  -27.42176  19.87090  3.56792  -0.73
H  -27.44470  19.18414  1.61962  0.14
H  -27.92273  20.87549  1.86190  0.19
H  -25.44905  21.14600  2.70980  0.25
H  -25.81266  21.26779  1.01999  0.15
H  -24.77160  18.97163  2.32750  0.47
H  -26.77627  19.22096  3.87726  0.50

***

A structure of composition C15H35As2F12N5O5Tl at a distorted geometry, computed with ωB97M-V/def2-TZVPD.

Properties
* HOMO energy: -12.596 eV
* 2S+1: 1
* total charge: +1
* molecular weight: 947.7 g/mol
* frontier orbital gap: 3.69 eV
* lowest unoccupied orbital energy: -8.909 eV
* energy above the lowest of the compared OMol25 structures with the same formula, charge and spin: 0.0000 eV

Each line ends with the Löwdin charge.
Atoms and positions in Å:
Tl  -0.56681  -0.79978  1.63224  1.39
As  -4.12037  0.75864  1.04455  0.67
F  -5.12547  0.46959  -0.30254  -0.21
F  -3.98191  2.43423  0.67072  -0.22
F  -2.99042  0.96846  2.35423  -0.27
F  -4.12352  -0.92419  1.44450  -0.24
F  -2.73342  0.41485  0.01855  -0.30
F  -5.43413  1.01279  2.05288  -0.18
As  1.48094  1.20000  4.41240  0.66
F  0.96631  0.10069  5.59811  -0.21
F  -0.08017  1.19493  3.67538  -0.29
F  1.95683  2.34798  3.16821  -0.27
F  3.08516  1.13413  4.94743  -0.21
F  1.80983  -0.11942  3.29036  -0.31
F  1.08981  2.54560  5.35555  -0.20
C  0.70929  4.04937  0.69937  0.05
C  -0.48489  3.14596  0.99054  -0.41
O  -0.33592  1.88594  0.88596  0.01
N  -1.63009  3.64894  1.40839  0.08
C  -1.87581  5.02247  1.78298  -0.03
H  0.33215  5.03096  0.40808  0.09
H  1.24383  3.64593  -0.15147  0.07
H  1.30282  4.10158  1.61056  0.09
H  -2.41466  2.99424  1.39834  0.10
H  -2.64026  5.04350  2.55491  0.10
H  -2.15443  5.67724  0.95884  0.10
H  -0.99600  5.43315  2.28255  0.10
C  3.51803  -3.30182  1.20979  0.03
C  2.20987  -3.33287  0.45582  -0.53
O  1.46581  -2.36958  0.45305  -0.05
N  1.91469  -4.48148  -0.16758  0.04
C  0.61196  -4.72623  -0.78621  -0.04
H  4.32840  -3.11989  0.49679  0.09
H  3.67717  -4.19909  1.80058  0.09
H  3.53520  -2.43862  1.87235  0.09
H  2.52993  -5.26256  -0.03376  0.14
H  0.14911  -5.63471  -0.40007  0.09
H  0.71489  -4.83116  -1.86788  0.08
H  -0.04665  -3.89534  -0.54091  0.06
C  0.46499  1.51776  -2.46294  0.04
C  0.17145  0.06555  -2.23388  -0.51
O  -0.22035  -0.34948  -1.15452  0.01
N  0.31264  -0.75008  -3.28217  0.06
C  -0.01189  -2.17072  -3.27534  -0.03
H  1.44369  1.76033  -2.03106  0.07
H  -0.22274  2.11762  -1.86887  0.09
H  0.46445  1.84507  -3.49796  0.09
H  0.62171  -0.35572  -4.15282  0.15
H  -0.43539  -2.49701  -2.33202  0.06
H  0.88289  -2.74799  -3.50836  0.09
H  -0.79448  -2.37843  -4.01137  0.10
C  3.61410  0.14001  -1.01948  0.04
C  2.99390  0.84920  0.14874  -0.49
O  1.93385  0.35573  0.57542  0.04
N  3.58073  1.87940  0.68884  0.07
C  4.72596  2.56496  0.12892  -0.03
H  3.45333  0.69758  -1.94517  0.10
H  3.11184  -0.81446  -1.16888  0.09
H  4.67021  -0.04661  -0.84344  0.10
H  3.15447  2.19963  1.56578  0.14
H  4.37667  3.38204  -0.50400  0.09
H  5.35047  1.88966  -0.44612  0.08
H  5.36359  2.97028  0.90890  0.10
C  -3.80647  -3.61710  -1.06749  0.04
C  -3.01118  -2.35155  -1.06745  -0.53
O  -2.07595  -2.21599  -0.26788  -0.05
N  -3.27565  -1.39459  -1.94026  0.06
C  -4.51489  -1.28037  -2.71521  -0.03
H  -3.29946  -4.36475  -0.47584  0.09
H  -3.86395  -3.98399  -2.09734  0.10
H  -4.81674  -3.40454  -0.72278  0.11
H  -2.78506  -0.52069  -1.82283  0.12
H  -5.09858  -2.18472  -2.58584  0.08
H  -4.23778  -1.20469  -3.77024  0.09
H  -5.11748  -0.42582  -2.42864  0.08